Here is a molecular structure, C51H62BrNO4Pd from the OMol25 dataset. Energies are from ωB97M-V/def2-TZVPD.

Summary:
Largest force on an atom in eV Å⁻¹: 0.5
HOMO (spin up / spin down) in eV: -7.27 / -7.43
Spin multiplicity: 3

Last column: Mulliken spin population.
Atoms and positions in Å:
Pd  -0.14180  -0.01872  0.13043  1.466
C  0.35817  2.00764  2.97871  -0.006
O  -0.53860  1.28965  2.12984  -0.017
C  -1.88047  1.35851  2.46938  0.004
C  -2.42998  0.44067  3.36111  -0.023
C  -1.77689  -0.80598  3.94234  0.011
C  -0.30863  -1.11294  3.82816  0.049
C  0.44156  -1.22386  4.98513  -0.024
C  1.78288  -1.61216  4.97779  0.037
C  2.35668  -1.84012  3.73933  -0.017
C  1.66133  -1.67868  2.53739  0.065
C  2.45685  -1.71639  1.24835  0.009
C  3.06809  -0.34447  0.99610  0.003
C  3.83300  0.26221  1.99123  -0.013
C  4.24933  1.58165  1.91236  0.006
C  3.83133  2.32285  0.80956  -0.005
C  3.07585  1.76577  -0.21112  0.020
C  2.42690  2.66943  -1.24246  -0.007
C  1.33690  3.46166  -0.55001  0.032
C  1.61916  4.71450  -0.02363  -0.013
C  0.70485  5.43275  0.74665  0.017
C  -0.53662  4.84538  0.95669  -0.009
C  -0.87191  3.60610  0.42151  0.018
C  -2.26544  3.06003  0.57240  0.011
C  -2.68085  2.30382  1.82157  0.001
C  -4.00730  2.42971  2.22254  -0.007
C  -4.57109  1.61115  3.19272  0.003
C  -3.76755  0.60780  3.71319  -0.002
C  -6.02036  1.74701  3.65711  0.000
C  -6.72484  2.93470  3.00236  0.000
C  -6.05019  1.95134  5.17740  0.000
C  -6.79296  0.46983  3.30411  0.000
C  0.06798  2.89967  -0.33613  -0.026
O  -0.25018  1.71609  -0.88901  0.181
C  1.09163  6.79968  1.31194  0.001
C  1.44614  7.75672  0.16759  0.002
C  -0.04033  7.42445  2.12637  0.000
C  2.30989  6.64043  2.23049  0.001
C  2.77826  0.40413  -0.13805  -0.017
O  2.06734  -0.17043  -1.18402  0.016
C  2.85806  -0.92064  -2.09588  -0.001
C  5.04102  2.25975  3.02976  0.000
C  6.33379  2.85493  2.46111  0.000
C  5.40282  1.28528  4.14937  -0.002
C  4.18298  3.38187  3.62890  0.000
C  0.29295  -1.38229  2.58498  -0.058
O  -0.48205  -1.39509  1.48727  0.241
C  2.54660  -1.74983  6.29313  -0.001
C  1.88286  -2.82481  7.16279  0.005
C  2.51861  -0.40802  7.03864  0.005
C  4.00667  -2.14179  6.07111  0.001
H  0.08636  3.06511  3.00560  0.000
H  1.34893  1.89437  2.53739  0.012
H  0.34712  1.57742  3.98345  -0.001
H  -2.32685  -1.64639  3.50461  0.004
H  -2.02166  -0.81508  5.00728  0.001
H  -0.05193  -1.02176  5.93002  0.000
H  3.39704  -2.13347  3.67775  0.000
H  1.83179  -2.01663  0.40582  -0.018
H  3.25049  -2.46271  1.34003  -0.002
H  4.06608  -0.31278  2.87380  0.003
H  4.05436  3.38218  0.75634  0.000
H  2.01483  2.08263  -2.06062  0.002
H  3.17128  3.35970  -1.64503  0.000
H  2.59561  5.14166  -0.22965  0.000
H  -1.29470  5.36496  1.53111  0.000
H  -2.43625  2.38188  -0.26925  -0.007
H  -2.97739  3.87973  0.44815  0.000
H  -4.60528  3.18329  1.72715  0.000
H  -4.18602  -0.09962  4.42168  0.000
H  -6.20934  3.87411  3.20975  0.000
H  -7.74010  3.01583  3.39483  0.000
H  -6.79816  2.81819  1.91962  0.000
H  -5.50834  2.85579  5.46000  0.000
H  -5.59747  1.11248  5.70666  0.000
H  -7.08170  2.04806  5.52381  0.000
H  -6.78181  0.29329  2.22721  0.000
H  -7.83254  0.55710  3.62763  0.000
H  -6.36168  -0.40548  3.79091  0.000
H  0.59382  7.89220  -0.50067  0.000
H  2.27938  7.38209  -0.42824  0.000
H  1.73015  8.73386  0.56532  0.000
H  -0.93562  7.57799  1.52129  0.000
H  0.27735  8.39750  2.50592  0.000
H  -0.31142  6.80485  2.98341  0.000
H  3.16765  6.24240  1.68624  0.000
H  2.08743  5.95570  3.05150  0.000
H  2.60256  7.60379  2.65537  0.000
H  3.53681  -1.59106  -1.56217  0.000
H  3.44000  -0.24897  -2.73376  0.000
H  2.17119  -1.50589  -2.70595  0.000
H  6.96357  2.07613  2.02721  0.000
H  6.89985  3.35275  3.25126  0.000
H  6.12698  3.59100  1.68337  0.000
H  6.01683  0.45845  3.78536  0.000
H  4.51181  0.86478  4.62126  0.001
H  5.97061  1.80907  4.92057  0.000
H  3.92130  4.13127  2.88305  0.000
H  4.72146  3.88348  4.43667  0.000
H  3.25208  2.98071  4.03718  0.000
H  0.84096  -2.58067  7.37319  0.000
H  2.40656  -2.91821  8.11702  0.000
H  1.90596  -3.79493  6.66320  0.000
H  1.50087  -0.11234  7.29488  0.000
H  2.95322  0.38557  6.42711  -0.001
H  3.09006  -0.47548  7.96732  0.000
H  4.09487  -3.10180  5.55924  0.000
H  4.50880  -2.23272  7.03602  0.000
H  4.54446  -1.39195  5.48644  0.000
Br  -0.68314  -3.76591  -0.67384  0.002
C  -0.65519  -2.53477  -2.10313  0.007
C  -0.46688  -3.02467  -3.39024  0.002
C  -0.46643  -2.11845  -4.43116  0.000
C  -0.65923  -0.77251  -4.15780  0.002
C  -0.83067  -0.38163  -2.84351  -0.003
N  -0.82869  -1.25542  -1.81922  0.033
H  -0.33202  -4.08343  -3.55140  0.000
H  -0.31564  -2.46129  -5.44680  0.000
H  -0.66890  -0.02746  -4.94028  0.001
H  -0.95338  0.65677  -2.56591  0.006